(1)
Computed, not measured: a structure of composition C49H53Ge2N2O6P2Ti at a distorted geometry, with ωB97M-V/def2-TZVPD.

Summary:
Kohn-Sham gap (spin up / spin down): 0.271 / 0.227 hartree
Spin multiplicity: 3
Net charge: +1
⟨S²⟩: 2.01
Highest occupied orbital energy (spin up / spin down): -10.57 / -10.56 eV
Energy relative to the best compared isomer or geometry (same formula, charge and spin): 1.755 eV

```
115
C49H53Ge2N2O6P2Ti ωB97M-V/def2-TZVPD
Ti 0.19 -0.24 -0.47
C 2.42 2.64 -0.70
C 3.31 1.57 -1.33
P 3.03 -0.10 -0.58
C 4.30 -1.10 -1.46
C 4.62 -0.83 -2.79
C 5.62 -1.55 -3.43
C 6.29 -2.56 -2.77
C 5.95 -2.86 -1.46
C 4.96 -2.14 -0.81
C 3.85 0.04 1.05
C 4.67 1.10 1.43
C 5.23 1.13 2.70
C 4.99 0.10 3.60
C 4.19 -0.96 3.23
C 3.62 -0.99 1.97
P 0.61 2.23 -0.80
C 0.38 2.36 -2.61
C 0.92 1.34 -3.39
C 0.85 1.40 -4.77
C 0.22 2.47 -5.39
C -0.37 3.46 -4.62
C -0.29 3.41 -3.23
C -0.11 3.72 -0.04
C -1.04 3.57 0.98
C -1.55 4.68 1.63
C -1.15 5.95 1.25
C -0.22 6.11 0.23
C 0.31 5.00 -0.41
H 2.57 3.59 -1.22
H 2.65 2.78 0.36
H 4.36 1.83 -1.25
H 3.08 1.50 -2.39
H 4.11 -0.05 -3.34
H 5.87 -1.31 -4.46
H 7.08 -3.11 -3.27
H 6.46 -3.66 -0.94
H 4.72 -2.39 0.21
H 4.90 1.90 0.74
H 5.86 1.96 2.99
H 5.45 0.13 4.58
H 4.00 -1.77 3.93
H 2.97 -1.82 1.69
H 1.43 0.50 -2.92
H 1.29 0.61 -5.38
H 0.15 2.51 -6.47
H -0.89 4.28 -5.09
H -0.76 4.19 -2.64
H -1.38 2.58 1.27
H -2.27 4.56 2.44
H -1.56 6.82 1.75
H 0.11 7.10 -0.06
H 1.03 5.14 -1.21
C -4.77 -1.86 0.09
C -3.51 -1.73 -0.76
Ge -2.40 -0.11 -0.27
C -3.07 1.54 -1.21
C -4.57 1.77 -1.03
C -2.94 0.14 1.61
C -2.11 -0.15 2.61
Ge -0.24 -0.56 2.04
C 0.94 0.99 2.64
C 0.81 1.52 4.07
C 0.25 -2.49 2.32
C 0.69 -2.94 3.71
C -2.48 -0.19 4.04
C -3.78 0.03 4.50
C -4.09 -0.05 5.84
C -3.11 -0.36 6.77
C -1.81 -0.59 6.35
C -1.51 -0.51 5.00
H -5.35 -2.72 -0.25
H -5.40 -0.97 0.02
H -4.52 -2.02 1.14
H -3.77 -1.66 -1.81
H -2.89 -2.61 -0.63
H -2.83 1.47 -2.27
H -2.51 2.39 -0.81
H -5.14 0.96 -1.49
H -4.87 2.70 -1.50
H -4.84 1.83 0.03
H -3.98 0.39 1.82
H 0.70 1.80 1.94
H 1.97 0.71 2.46
H -0.22 1.75 4.33
H 1.39 2.44 4.16
H 1.20 0.80 4.79
H 1.02 -2.73 1.58
H -0.65 -3.03 2.00
H 1.52 -2.34 4.08
H 1.01 -3.98 3.67
H -0.13 -2.87 4.43
H -4.57 0.27 3.79
H -5.10 0.12 6.17
H -3.36 -0.43 7.82
H -1.03 -0.84 7.06
H -0.50 -0.70 4.66
O 0.27 -4.03 -0.74
C -0.02 -3.07 -1.39
O 0.44 -1.85 -1.08
C -0.97 -3.21 -2.56
C -1.53 -4.48 -2.71
C -2.51 -4.69 -3.65
C -2.97 -3.67 -4.46
C -2.43 -2.42 -4.30
C -1.42 -2.17 -3.36
N -2.99 -1.33 -5.07
O -2.77 -0.20 -4.67
O -3.67 -1.59 -6.03
N -3.15 -6.01 -3.74
O -2.75 -6.87 -2.98
O -4.02 -6.15 -4.57
H -1.20 -5.29 -2.08
H -3.76 -3.85 -5.18
H -1.03 -1.17 -3.28
```

Results of the Löwdin charge analysis, in e, for atoms 1 through 6: 0.42 -0.34 -0.39 1.07 -0.33 -0.09

(2)
Computed, not measured: a structure of composition C49H53IIrN4O4Se at a distorted geometry, with ωB97M-V/def2-TZVPD.

Summary:
Kohn-Sham gap (spin up / spin down): 0.306 / 0.244 hartree
Spin multiplicity: 5
Net charge: +1
⟨S²⟩: 6.01
Highest occupied orbital energy (spin up / spin down): -10.42 / -10.80 eV
Energy relative to the best compared isomer or geometry (same formula, charge and spin): 0.454 eV

```
113
C49H53IIrN4O4Se ωB97M-V/def2-TZVPD
Ir -1.17 0.94 1.43
C -1.95 0.54 -4.91
C -0.81 0.77 -3.96
C 0.53 0.87 -4.65
O -1.01 1.94 -3.20
C -1.61 1.57 -1.96
C -1.02 0.17 -1.70
O -0.77 -0.31 -3.01
C -1.89 -0.88 -0.93
O -2.11 -0.43 0.41
C -3.28 -1.01 -1.60
C -4.34 -0.24 -1.12
C -5.58 -0.28 -1.75
C -5.78 -1.08 -2.87
C -4.73 -1.86 -3.34
C -3.49 -1.83 -2.71
C -1.23 -2.28 -0.86
C -1.48 -3.05 0.28
C -1.01 -4.35 0.40
C -0.27 -4.92 -0.64
C 0.01 -4.17 -1.76
C -0.47 -2.86 -1.88
C -1.42 2.71 -0.92
O -2.09 2.24 0.25
C -2.17 3.94 -1.43
C -1.58 4.85 -2.30
C -2.29 5.96 -2.76
C -3.60 6.16 -2.35
C -4.21 5.25 -1.50
C -3.50 4.14 -1.05
C 0.05 3.10 -0.62
C 1.13 2.85 -1.46
C 2.42 3.19 -1.08
C 2.67 3.78 0.15
C 1.59 4.08 0.98
C 0.30 3.75 0.60
H -2.01 1.38 -5.61
H -2.89 0.47 -4.36
H -1.80 -0.39 -5.47
H 0.56 1.76 -5.27
H 0.69 -0.01 -5.28
H 1.33 0.91 -3.91
H -2.69 1.49 -2.08
H -0.08 0.27 -1.14
H -4.18 0.40 -0.26
H -6.40 0.33 -1.37
H -6.74 -1.11 -3.36
H -4.87 -2.50 -4.20
H -2.69 -2.44 -3.09
H -2.08 -2.63 1.08
H -1.24 -4.93 1.28
H 0.08 -5.95 -0.56
H 0.58 -4.60 -2.58
H -0.25 -2.30 -2.78
H -0.56 4.70 -2.63
H -1.82 6.66 -3.43
H -4.15 7.02 -2.70
H -5.23 5.39 -1.19
H -3.97 3.42 -0.39
H 0.96 2.40 -2.42
H 3.25 2.99 -1.75
H 3.68 4.03 0.45
H 1.76 4.59 1.92
H -0.54 4.04 1.21
I -3.78 0.60 7.17
C -3.08 1.27 5.36
C -3.12 2.55 4.86
N -2.53 2.52 3.66
N -2.10 1.28 3.35
C -2.44 0.51 4.38
H -3.52 3.46 5.28
H -2.42 3.27 2.99
H -2.23 -0.55 4.38
C 5.06 0.20 1.00
C 4.96 0.28 -0.52
C 4.24 -0.89 -1.18
C 2.74 -0.96 -0.89
N 2.39 -1.64 0.38
C 1.70 -1.10 1.39
Se 1.27 0.74 1.44
N 1.52 -2.02 2.34
C 0.76 -1.85 3.60
C 1.49 -1.08 4.69
C 2.77 -1.74 5.22
C 4.00 -1.54 4.33
C 2.12 -3.21 1.94
C 2.22 -4.45 2.56
C 2.89 -5.44 1.88
C 3.44 -5.20 0.60
C 3.33 -3.97 -0.01
C 2.67 -2.97 0.69
H 5.60 1.05 1.41
H 5.58 -0.71 1.32
H 4.07 0.20 1.48
H 5.97 0.33 -0.93
H 4.47 1.22 -0.81
H 4.73 -1.82 -0.89
H 4.34 -0.81 -2.27
H 2.19 -1.48 -1.68
H 2.34 0.05 -0.83
H 0.52 -2.86 3.94
H -0.17 -1.36 3.34
H 0.76 -0.98 5.51
H 1.71 -0.07 4.34
H 2.59 -2.81 5.39
H 2.97 -1.30 6.20
H 3.95 -2.13 3.41
H 4.91 -1.85 4.86
H 4.12 -0.49 4.06
H 1.79 -4.64 3.54
H 2.99 -6.42 2.32
H 3.95 -6.01 0.09
H 3.73 -3.81 -1.01
```

Results of the Löwdin charge analysis, in e, for atoms 1 through 6: 1.28 0.03 -0.57 0.02 -0.01 -0.15